(i)
{
  "formula": "C4H12N2S",
  "method": "ωB97M-V/def2-TZVPD",
  "species": ["N", "C", "C", "S", "C", "N", "C", "H", "H", "H", "H", "H", "H", "H", "H", "H", "H", "H", "H"],
  "xyz": [[1.534, 0.185, 1.045], [0.131, 0.538, 0.831], [0.089, 2.053, 0.774], [-1.664, 2.652, 0.406], [-0.279, -0.063, -0.561], [0.431, -1.284, -0.948], [-0.392, -2.511, -0.800], [1.764, -0.745, 0.709], [1.766, 0.209, 2.035], [-0.608, 0.188, 1.552], [0.240, 2.448, 1.783], [0.846, 2.543, 0.173], [-1.363, 3.129, -0.827], [-0.087, 0.709, -1.306], [-1.343, -0.294, -0.451], [0.618, -1.241, -1.940], [-0.488, -2.859, 0.223], [0.149, -3.264, -1.378], [-1.344, -2.395, -1.320]],
  "lowdin_charge": [0.03, -0.48, -0.49, 0.66, -0.22, -0.14, -0.12, 0.05, 0.07, 0.12, 0.06, 0.08, -0.15, 0.11, 0.10, 0.10, 0.08, 0.07, 0.07],
  "homo_lumo_gap_ev": 9.8,
  "smiles": "CNC[C@@H](N)CS",
  "multiplicity": 1
}

=====

(ii)
{
  "formula": "C4H12N2S",
  "method": "ωB97M-V/def2-TZVPD",
  "species": ["N", "C", "C", "C", "S", "C", "N", "H", "H", "H", "H", "H", "H", "H", "H", "H", "H", "H", "H"],
  "xyz": [[2.271, 0.046, -0.035], [0.863, 0.424, -0.221], [-0.146, 0.078, 0.937], [-1.547, -0.521, 0.285], [-1.347, -2.298, 0.541], [0.395, 1.899, -0.487], [0.948, 2.438, -1.646], [2.508, -0.213, 0.952], [2.854, 0.749, -0.526], [0.681, -0.001, -1.107], [0.361, -0.795, 1.458], [-0.113, 0.943, 1.616], [-2.554, -0.231, 0.849], [-1.753, -0.292, -0.729], [-1.773, -2.569, 1.743], [-0.655, 2.275, -0.480], [0.731, 2.489, 0.343], [0.296, 2.323, -2.418], [1.051, 3.410, -1.682]],
  "lowdin_charge": [0.04, -0.41, -0.22, -0.51, 0.69, -0.31, -0.01, 0.08, 0.08, 0.07, 0.07, 0.10, 0.10, 0.04, -0.17, 0.13, 0.10, 0.08, 0.05],
  "homo_lumo_gap_ev": 9.6,
  "smiles": "NC[C@@H](N)CCS",
  "multiplicity": 1
}

=====

Stability summary: most stable (i), least stable (ii).

=====

(i)
{
  "formula": "C4H12N2S",
  "method": "ωB97M-V/def2-TZVPD",
  "species": ["C", "C", "C", "S", "N", "C", "N", "H", "H", "H", "H", "H", "H", "H", "H", "H", "H", "H", "H"],
  "xyz": [[-0.666, 0.806, 1.000], [0.049, -0.115, 0.055], [1.522, -0.013, -0.082], [2.434, 0.328, 1.465], [-0.607, -0.323, -1.237], [-1.859, -0.960, -1.208], [-3.040, -0.189, -1.593], [-0.838, 1.790, 0.538], [-1.573, 0.373, 1.255], [-0.132, 0.755, 2.042], [-0.148, -1.106, 0.697], [1.871, -0.991, -0.542], [1.708, 0.855, -0.752], [2.793, 1.604, 1.429], [-0.502, 0.557, -1.857], [-1.597, -1.687, -2.074], [-2.072, -1.542, -0.288], [-3.767, -0.902, -1.860], [-3.424, 0.319, -0.799]],
  "lowdin_charge": [-0.11, -0.56, -0.53, 0.70, -0.07, -0.38, -0.01, 0.09, 0.03, 0.09, 0.16, 0.10, 0.08, -0.16, 0.17, 0.13, 0.12, 0.08, 0.05],
  "homo_lumo_gap_ev": 9.4,
  "smiles": "C[C@H](CS)NCN",
  "multiplicity": 1
}

=====

(ii)
{
  "formula": "C4H12N2S",
  "method": "ωB97M-V/def2-TZVPD",
  "species": ["C", "C", "N", "N", "H", "H", "H", "H", "H", "H", "C", "S", "C", "H", "H", "H", "H", "H", "H"],
  "xyz": [[2.383, -0.393, -1.195], [1.807, -1.160, -0.273], [2.066, -0.939, 1.117], [2.168, -0.484, -2.578], [3.111, 0.349, -0.897], [1.109, -1.942, -0.566], [2.104, -1.814, 1.610], [1.317, -0.405, 1.536], [2.236, 0.406, -3.038], [1.281, -0.887, -2.826], [-3.415, 0.665, 0.741], [-1.691, 0.476, 1.246], [-0.877, 1.071, -0.252], [-3.621, 0.071, -0.148], [-3.657, 1.711, 0.570], [-4.042, 0.291, 1.545], [0.176, 1.215, -0.024], [-0.954, 0.360, -1.074], [-1.305, 2.022, -0.562]],
  "lowdin_charge": [-0.23, -0.25, 0.01, 0.03, 0.11, 0.10, 0.06, 0.04, 0.07, 0.07, -0.44, 0.71, -0.44, 0.03, 0.03, 0.03, 0.01, 0.03, 0.03],
  "homo_lumo_gap_ev": 9.0,
  "smiles": "N/C=C/N.CSC",
  "multiplicity": 1
}

=====

(iii)
{
  "formula": "C4H12N2S",
  "method": "ωB97M-V/def2-TZVPD",
  "species": ["C", "N", "C", "C", "S", "C", "N", "H", "H", "H", "H", "H", "H", "H", "H", "H", "H", "H", "H"],
  "xyz": [[-0.967, -0.384, 0.214], [0.042, 0.635, 0.105], [1.312, 0.418, 0.712], [2.062, -0.843, 0.194], [3.597, -1.175, 1.071], [-2.334, 0.105, -0.175], [-2.387, 0.533, -1.609], [-0.973, -0.801, 1.222], [-0.747, -1.266, -0.398], [-0.024, 1.103, -0.783], [1.984, 1.263, 0.575], [1.154, 0.301, 1.778], [2.222, -0.786, -0.884], [1.398, -1.672, 0.414], [4.271, -0.114, 0.606], [-2.576, 0.995, 0.426], [-3.103, -0.645, -0.042], [-3.243, 1.068, -1.708], [-1.689, 1.263, -1.718]],
  "lowdin_charge": [-0.27, -0.08, -0.31, -0.59, 0.69, -0.27, -0.01, 0.12, 0.11, 0.10, 0.11, 0.10, 0.07, 0.05, -0.15, 0.11, 0.10, 0.06, 0.04],
  "homo_lumo_gap_ev": 9.5,
  "smiles": "NCCNCCS",
  "multiplicity": 1
}

=====

(iv)
{
  "formula": "C4H12N2S",
  "method": "ωB97M-V/def2-TZVPD",
  "species": ["C", "N", "C", "C", "S", "C", "N", "H", "H", "H", "H", "H", "H", "H", "H", "H", "H", "H", "H"],
  "xyz": [[-2.669, -0.124, 0.110], [-1.316, -0.693, 0.326], [-0.082, 0.139, 0.455], [0.245, 1.229, -0.538], [1.716, 2.402, -0.021], [0.918, -1.049, 0.071], [2.406, -0.817, -0.201], [-3.053, -0.074, -0.905], [-2.609, 0.965, 0.423], [-3.467, -0.641, 0.671], [-1.179, -1.525, 0.944], [-0.125, 0.466, 1.585], [-0.573, 1.980, -0.983], [0.561, 0.768, -1.510], [2.481, 2.018, -1.162], [0.799, -1.835, 0.867], [0.480, -1.688, -0.836], [2.835, -1.555, 0.519], [2.632, 0.034, 0.185]],
  "lowdin_charge": [-0.12, -0.15, -0.41, -0.48, 0.61, -0.27, -0.03, 0.05, 0.08, 0.07, 0.12, 0.16, 0.10, 0.08, -0.10, 0.09, 0.14, 0.12, -0.07],
  "homo_lumo_gap_ev": 9.3,
  "smiles": "CN[C@@H](CN)CS",
  "multiplicity": 1
}

=====

Stability summary: most stable (iii), least stable (iv).

=====

(i)
{
  "formula": "C9H18N2O4",
  "method": "ωB97M-V/def2-TZVPD",
  "species": ["C", "C", "C", "C", "C", "C", "C", "C", "C", "H", "H", "H", "H", "H", "H", "H", "H", "H", "H", "H", "H", "H", "H", "H", "H", "H", "H", "N", "N", "O", "O", "O", "O"],
  "xyz": [[-0.173, -0.790, -0.195], [0.370, -0.677, 1.130], [-1.725, -1.092, -0.215], [-2.638, 0.132, 0.228], [-4.123, -0.083, -0.099], [-1.864, 1.484, -0.197], [2.299, 0.294, 0.030], [3.482, -0.591, -0.109], [2.844, 1.701, 0.024], [1.069, -2.623, -0.025], [0.101, -2.142, -1.787], [-0.002, 0.317, -0.714], [-1.956, -1.231, -1.291], [-1.864, -2.170, 0.106], [-2.570, 0.128, 1.358], [-4.308, 0.925, 0.413], [-4.203, 0.075, -1.273], [-4.690, -0.859, 0.294], [-1.639, 1.767, -1.426], [-0.953, 1.762, 0.170], [-2.693, 2.432, -0.123], [1.913, 0.486, 2.138], [1.611, 0.021, -0.815], [3.052, 2.052, -1.048], [3.884, 1.851, 0.705], [0.968, 1.413, 0.712], [2.197, -1.952, -0.472], [0.692, -1.786, -0.893], [1.511, 0.060, 1.226], [-0.034, -1.377, 2.104], [4.640, -0.026, -0.235], [1.605, 2.431, 0.330], [3.196, -1.937, -0.051]],
  "lowdin_charge": [-0.37, -0.46, -0.12, -0.41, -0.07, -0.08, -0.32, -0.38, -0.21, 0.25, 0.18, 0.16, 0.10, 0.14, 0.14, 0.09, 0.12, 0.05, 0.15, -0.02, 0.13, 0.24, 0.14, 0.14, 0.18, 0.16, 0.06, 0.00, 0.10, 0.07, 0.03, -0.21, 0.03],
  "homo_lumo_gap_ev": 9.8,
  "multiplicity": 1
}

=====

(ii)
{
  "formula": "C9H18N2O4",
  "method": "ωB97M-V/def2-TZVPD",
  "species": ["C", "C", "C", "C", "C", "C", "C", "C", "C", "H", "H", "H", "H", "H", "H", "H", "H", "H", "H", "H", "H", "H", "H", "H", "H", "H", "H", "N", "N", "O", "O", "O", "O"],
  "xyz": [[1.588, 0.610, -0.578], [0.377, -0.147, -1.028], [2.790, -0.253, -0.449], [3.902, 0.703, -0.298], [2.618, -1.334, 0.614], [-2.104, 0.145, -0.742], [-2.991, 1.230, -0.243], [-2.507, -1.186, -0.067], [-2.318, -1.247, 1.450], [1.746, 1.051, 1.521], [1.689, 2.582, 0.229], [1.801, 1.496, -1.294], [3.018, -0.685, -1.485], [4.848, 0.121, 0.263], [3.631, 1.632, 0.477], [4.122, 1.190, -1.198], [3.422, -2.028, 0.823], [2.471, -0.768, 1.574], [1.739, -1.987, 0.482], [-0.377, 1.308, -0.095], [-2.245, -0.228, -1.753], [-1.776, -1.947, -0.454], [-4.598, -1.117, -0.342], [-1.588, -0.273, 1.571], [-3.536, -1.093, 1.897], [-1.609, -2.342, 1.953], [-4.650, 1.995, -0.161], [1.366, 1.474, 0.518], [-0.761, 0.466, -0.569], [0.393, -1.123, -1.707], [-2.453, 2.295, 0.239], [-3.725, -1.646, -0.618], [-4.282, 1.107, -0.527]],
  "lowdin_charge": [-0.40, -0.46, -0.45, -0.12, -0.05, -0.24, -0.42, -0.48, -0.07, 0.16, 0.19, 0.18, 0.17, 0.14, 0.12, 0.04, 0.07, 0.08, 0.08, 0.11, 0.17, 0.15, 0.15, 0.10, 0.15, 0.17, 0.19, -0.04, 0.09, 0.11, 0.05, -0.08, 0.11],
  "homo_lumo_gap_ev": 9.5,
  "multiplicity": 1
}

=====

Stability summary: most stable (ii), least stable (i).

=====

(i)
{
  "formula": "H10O5",
  "method": "ωB97M-V/def2-TZVPD",
  "species": ["O", "H", "H", "O", "H", "H", "O", "H", "H", "O", "H", "H", "O", "H", "H"],
  "xyz": [[-0.445, -1.727, -2.609], [-1.020, -1.381, -3.299], [-0.089, -2.545, -2.968], [-0.196, -0.253, -0.158], [-0.952, -0.642, 0.295], [-0.321, -0.474, -1.095], [0.413, 1.515, 2.066], [0.740, 0.824, 2.648], [0.474, 1.132, 1.177], [-2.352, 1.924, 1.078], [-2.119, 1.840, 0.149], [-1.497, 2.000, 1.526], [2.796, -0.540, 0.394], [2.619, -1.403, 0.778], [1.949, -0.271, 0.017]],
  "lowdin_charge": [-0.04, 0.06, 0.06, -0.06, 0.07, 0.02, -0.06, 0.05, 0.00, -0.07, 0.02, 0.00, -0.06, 0.03, -0.01],
  "homo_lumo_gap_ev": 11.0,
  "smiles": "O.O.O.O.O",
  "multiplicity": 1
}

=====

(ii)
{
  "formula": "H10O5",
  "method": "ωB97M-V/def2-TZVPD",
  "species": ["H", "H", "H", "H", "H", "H", "H", "H", "H", "H", "O", "O", "O", "O", "O"],
  "xyz": [[0.368, 1.171, -1.782], [0.005, -0.304, -1.748], [-3.896, -0.814, -1.198], [-4.082, -2.052, -0.335], [-0.736, 4.394, 0.767], [0.530, 3.653, 0.368], [3.457, -0.671, -0.036], [4.589, -1.665, -0.239], [-0.089, -1.782, 2.506], [-0.419, -2.158, 1.071], [0.062, 0.477, -1.187], [-4.188, -1.094, -0.323], [-0.247, 3.581, 0.934], [4.321, -0.764, -0.452], [0.324, -1.973, 1.656]],
  "lowdin_charge": [0.03, 0.03, 0.03, 0.03, 0.03, 0.03, 0.03, 0.03, 0.04, 0.03, -0.06, -0.06, -0.06, -0.06, -0.06],
  "homo_lumo_gap_ev": 11.7,
  "smiles": "O.O.O.O.O",
  "multiplicity": 1
}

=====

(iii)
{
  "formula": "H10O5",
  "method": "ωB97M-V/def2-TZVPD",
  "species": ["O", "H", "H", "O", "H", "H", "O", "H", "H", "O", "H", "H", "O", "H", "H"],
  "xyz": [[1.605, 0.843, -0.819], [2.273, 0.244, -1.152], [1.868, 1.703, -1.146], [-0.638, -0.435, -0.192], [0.120, 0.120, -0.377], [-1.151, 0.064, 0.444], [-3.260, 0.232, 1.093], [-2.578, -0.438, 1.058], [-4.006, -0.160, 0.639], [0.333, -1.678, -1.310], [0.670, -2.279, -0.645], [-0.151, -1.018, -0.814], [1.293, 1.056, 1.209], [1.561, 0.951, 0.296], [2.062, 0.794, 1.716]],
  "lowdin_charge": [0.11, 0.14, 0.14, 0.11, 0.07, 0.10, -0.03, 0.01, 0.05, -0.07, 0.03, -0.35, -0.06, -0.27, 0.03],
  "homo_lumo_gap_ev": 9.8,
  "multiplicity": 1
}

=====

Stability summary: most stable (i), least stable (iii).

=====

(i)
{
  "formula": "H10O5",
  "method": "ωB97M-V/def2-TZVPD",
  "species": ["H", "H", "H", "H", "H", "H", "H", "H", "H", "H", "O", "O", "O", "O", "O"],
  "xyz": [[-0.375, -1.230, -0.157], [0.832, -0.384, -0.530], [0.714, 3.138, -0.883], [0.658, 4.129, 0.269], [3.417, -1.247, 1.097], [4.374, -0.754, 2.169], [-0.012, -1.458, -2.122], [-1.177, -2.384, -2.430], [-4.963, 0.176, 1.949], [-3.896, 0.297, 0.874], [-0.089, -0.541, -0.768], [0.876, 4.064, -0.668], [4.334, -1.313, 1.384], [-0.497, -2.213, -1.769], [-4.196, -0.280, 1.585]],
  "lowdin_charge": [0.07, 0.05, 0.03, 0.03, 0.02, 0.04, 0.03, 0.05, 0.03, 0.03, -0.10, -0.06, -0.06, -0.11, -0.06],
  "homo_lumo_gap_ev": 10.3,
  "smiles": "O.O.O.O.O",
  "multiplicity": 1
}

=====

(ii)
{
  "formula": "H10O5",
  "method": "ωB97M-V/def2-TZVPD",
  "species": ["H", "H", "H", "H", "H", "H", "H", "H", "H", "H", "O", "O", "O", "O", "O"],
  "xyz": [[1.000, 1.214, -0.746], [0.069, 2.169, -0.017], [1.069, -2.446, 3.256], [1.671, -1.353, 2.388], [0.652, -0.012, 0.670], [0.804, 1.175, 1.607], [-2.893, 1.095, -1.321], [-1.594, 1.393, -0.590], [-0.955, -1.484, -2.274], [-0.908, -1.899, -3.735], [0.992, 1.894, -0.064], [1.538, -1.605, 3.309], [1.312, 0.587, 1.037], [-2.412, 0.889, -0.512], [-0.344, -1.615, -3.007]],
  "lowdin_charge": [0.08, 0.04, 0.03, 0.00, 0.06, 0.09, 0.05, 0.00, 0.02, 0.04, -0.10, -0.07, -0.10, -0.05, -0.06],
  "homo_lumo_gap_ev": 7.8,
  "multiplicity": 1
}

=====

(iii)
{
  "formula": "H10O5",
  "method": "ωB97M-V/def2-TZVPD",
  "species": ["O", "H", "H", "O", "H", "H", "O", "H", "H", "O", "H", "H", "O", "H", "H"],
  "xyz": [[1.302, 11.043, 7.481], [1.321, 11.879, 7.017], [2.163, 10.657, 7.317], [1.731, 12.822, 6.395], [1.974, 13.244, 7.219], [2.325, 13.201, 5.747], [6.048, 11.983, 5.783], [5.115, 11.773, 5.832], [6.416, 11.628, 6.593], [4.073, 11.796, 5.858], [3.973, 11.470, 4.964], [3.177, 11.895, 6.179], [3.462, 11.019, 3.878], [2.768, 10.363, 3.815], [3.836, 11.058, 2.997]],
  "lowdin_charge": [-0.06, -0.19, 0.02, 0.04, 0.13, 0.11, -0.08, -0.31, 0.02, 0.05, -0.07, 0.04, 0.08, 0.11, 0.11],
  "homo_lumo_gap_ev": 9.1,
  "multiplicity": 1
}

=====

Stability summary: most stable (i), least stable (iii).